# C19H40P2Sn

A molecular structure, C19H40P2Sn at a distorted geometry (ωB97M-V/def2-TZVPD, OMol25).

Structure (XYZ):
```
62
Properties=species:S:1:pos:R:3:forces:R:3:mulliken_charge:R:1
P 0.25750 0.93156 -2.79884 1.452 -0.347 0.512 0.70
P 2.14180 0.53346 -0.10143 0.543 0.162 -1.126 0.66
C 1.97817 0.32100 -2.99860 -0.282 -0.417 -0.665 -1.07
C 2.55939 -0.28564 -1.71729 0.070 -0.004 0.068 -1.16
H 2.56839 1.17105 -3.38248 -0.245 -0.307 0.353 0.37
H 1.93445 -0.42510 -3.80899 0.496 -0.031 0.205 0.46
H 2.19825 -1.32126 -1.62609 0.165 0.280 0.122 0.32
H 3.65583 -0.31324 -1.76198 -0.127 -0.132 -0.089 0.56
C 3.30761 1.89837 0.18991 1.281 -0.207 0.208 -1.40
H 3.35529 2.09751 1.26734 0.035 -0.017 -0.117 0.40
H 2.99450 2.82329 -0.30803 -0.144 -0.520 0.069 0.30
H 4.30684 1.62778 -0.16950 0.187 0.130 0.240 0.42
C 2.57325 -0.84390 1.02323 0.182 0.011 0.334 -1.14
H 3.66024 -1.04958 1.03424 -0.383 0.264 -0.044 0.46
H 2.05852 -1.76518 0.70405 0.062 0.535 0.048 0.21
H 2.23815 -0.60922 2.04315 0.211 -0.018 -0.319 0.36
C 0.12828 1.97591 -4.28353 -0.270 0.048 -0.713 -1.29
H -0.49247 2.85894 -4.10577 0.073 -0.271 -0.039 0.39
H -0.28920 1.39505 -5.11745 0.010 0.204 0.071 0.40
H 1.12636 2.32002 -4.59041 -0.271 -0.112 0.240 0.36
C -0.89287 -0.47553 -2.95449 -0.105 -0.173 -1.188 -1.03
H -0.60006 -1.30850 -2.29944 0.023 0.468 -0.103 -0.01
H -0.91350 -0.80794 -4.00153 -0.131 -0.226 0.065 0.49
H -1.90902 -0.15625 -2.67833 0.392 0.026 0.072 0.34
Sn 0.00864 1.53696 -0.40745 -3.420 0.306 1.364 1.07
C 0.58238 -3.99483 2.08767 0.269 0.446 0.353 -0.25
C 0.26231 -2.71741 2.33454 0.352 -0.495 0.631 -0.72
C -1.04544 -2.01572 2.21072 -0.356 -0.014 -0.421 0.38
C -2.13140 -2.87413 1.51642 -0.539 0.332 0.534 -1.15
C -1.85614 -3.09393 0.05962 0.247 0.138 -0.517 -0.31
C -1.08076 -4.02891 -0.50128 -0.463 0.201 -0.035 -0.40
C -0.60634 -5.28857 0.16320 0.519 0.029 0.441 -0.49
C -0.26065 -5.16482 1.67182 -0.016 -0.755 -0.088 -1.05
C -1.25175 3.04261 -1.36915 -0.076 0.494 0.258 -1.03
H 1.61134 -4.29054 2.30464 -0.085 0.276 -0.048 0.33
H 1.04643 -2.10739 2.79449 -0.183 -0.235 -0.292 0.70
H -0.88881 -1.08157 1.64182 -0.065 -0.210 0.059 -0.51
H -1.40385 -1.69382 3.20707 0.150 -0.220 -0.298 0.46
H -2.23722 -3.80276 2.08478 -0.280 0.355 -0.213 0.36
H -3.06962 -2.30549 1.59800 0.118 -0.314 0.057 0.45
H -2.33197 -2.34487 -0.58331 0.623 0.005 0.080 0.31
H -0.76649 -3.90509 -1.54697 -0.570 -0.171 0.249 0.41
H 0.28254 -5.64345 -0.38112 -0.227 -0.030 0.195 0.32
H -1.37025 -6.08559 0.10253 0.252 0.319 -0.301 0.28
H -1.18502 -5.23369 2.26876 0.535 -0.057 -0.240 0.38
H 0.34126 -6.06011 1.91915 -0.448 0.249 -0.010 0.38
H -2.05013 3.27204 -0.65821 0.143 0.142 -0.394 -0.18
H -1.67391 2.69159 -2.31688 -0.036 0.094 0.157 0.46
H -0.59809 3.90764 -1.52927 -0.495 0.041 -0.212 0.20
C -0.39713 4.82223 1.39908 -0.029 0.188 0.087 -1.30
C -1.11372 3.63813 2.04524 0.138 -0.515 0.229 0.76
C -2.63472 3.79204 1.89621 0.060 0.103 0.150 -1.54
C -0.56726 2.22459 1.67647 0.536 0.048 0.017 -1.54
H -0.58194 4.88834 0.32073 0.107 -0.089 0.237 0.17
H 0.68161 4.79980 1.58684 -0.068 -0.121 -0.135 0.30
H -0.77161 5.75024 1.85297 0.059 -0.097 -0.113 0.43
H -0.92019 3.72786 3.12976 -0.088 0.025 -0.186 0.36
H -2.95850 3.87295 0.85121 0.041 -0.090 0.284 0.32
H -3.16686 2.96521 2.38145 0.081 0.060 -0.185 0.32
H -2.94561 4.71459 2.40670 0.003 -0.142 -0.156 0.44
H -1.26855 1.44332 2.00379 0.116 0.293 0.004 0.31
H 0.37173 2.04996 2.22023 -0.131 0.064 0.255 0.46
```
Forces are in eV/Å.

Calculated values
Energy: -44755.224 eV
HOMO-LUMO gap: 0.1997 Eh
Charge: 0
HOMO: -4.9 eV

=====

# C19H41BCoN6Si4Te

A molecular structure, C19H41BCoN6Si4Te at a distorted geometry (ωB97M-V/def2-TZVPD, OMol25).

Structure (XYZ):
```
73
Properties=species:S:1:pos:R:3:forces:R:3:mulliken_spin:R:1
H -0.60466 -2.17972 2.29637 -0.387 -0.215 -0.171 0.00
N -1.54391 -1.45257 0.54616 -2.048 -3.284 0.551 0.04
B -3.04311 -0.85305 -1.37170 0.792 -0.533 -0.959 -0.02
N -2.77331 -1.66873 -0.06088 0.948 0.194 0.859 0.02
C -3.48474 -2.53858 0.67411 1.095 0.132 0.540 0.03
Co -0.92746 0.19687 0.92587 4.221 1.026 2.053 2.79
H -4.48601 -2.83878 0.38064 0.308 0.060 0.037 0.00
C -2.69864 -2.90874 1.79994 -0.659 -0.040 -0.596 0.01
H -2.96316 -3.56464 2.60799 -0.165 -0.154 -0.068 0.00
C -1.50143 -2.23063 1.67698 -0.541 0.636 -1.210 0.01
H -4.11492 -1.10936 -1.82164 -0.251 0.052 0.057 0.00
C 1.99262 1.38621 -1.25114 -2.730 -2.370 -0.380 0.01
H 2.67270 2.12293 -1.53043 1.138 1.230 0.073 0.00
H 0.95845 1.75838 -1.09983 0.683 0.234 0.174 0.00
H 1.82744 0.73208 -2.12551 0.299 0.194 0.129 0.00
N -1.92555 -1.26173 -2.42405 1.779 1.133 1.446 0.00
N -2.93813 0.67754 -1.01962 0.579 0.979 0.834 0.03
N -0.58651 -1.02297 -2.07974 -1.236 0.361 0.987 0.00
N -1.79289 1.12390 -0.36145 -2.635 2.941 -2.222 -0.03
C -1.94887 -1.82469 -3.63046 1.613 -0.334 -0.501 0.00
C -3.79203 1.71813 -1.18620 1.414 -0.049 0.677 0.02
H -2.86109 -2.05993 -4.10101 -0.830 -0.309 -0.472 0.00
H -4.76865 1.57350 -1.63724 0.326 0.017 0.041 0.00
C -0.62596 -2.00014 -4.07039 -1.386 0.315 0.583 0.00
C -3.18394 2.88617 -0.65193 -0.408 -0.428 -0.360 0.01
C 0.17064 -1.47230 -3.05081 -1.607 -0.130 -0.190 0.00
C -1.93778 2.48568 -0.18484 -0.046 -1.271 -0.166 0.02
H -0.29352 -2.42519 -4.96909 0.181 -0.479 -1.031 0.00
H -3.61764 3.88196 -0.58366 0.176 -0.402 -0.197 0.00
H 1.22653 -1.40134 -2.99065 0.693 0.056 0.078 0.00
H -1.09985 3.05686 0.26029 -0.821 -0.449 -0.271 0.01
H 2.20880 0.68369 -0.42754 0.366 0.816 -0.270 0.00
C 3.76656 -2.34700 3.57025 0.173 -0.308 -0.045 0.00
Si 4.82193 -1.19076 2.51814 -0.361 0.459 0.009 0.00
C 6.45756 -0.85591 3.38959 0.184 -0.362 0.051 0.00
C 5.13795 -1.98841 0.84528 0.112 -0.298 0.012 0.00
Si 3.69450 0.84255 2.18100 0.129 -0.191 0.929 0.00
Te 1.37124 -0.06126 2.36967 -1.681 -0.047 -1.191 0.05
Si 3.29776 1.89862 4.25415 0.584 -0.211 -0.344 0.00
C 4.96168 2.31113 5.05985 -0.201 0.287 0.392 0.00
C 2.35857 3.47807 3.84810 -0.103 0.227 0.295 0.00
C 2.31160 0.86042 5.49259 -0.131 0.178 0.156 0.00
Si 5.00739 2.19699 0.78866 -0.627 -0.087 -0.314 0.00
C 6.64231 2.50981 1.67251 0.125 0.108 -0.035 0.00
C 5.35613 1.36070 -0.86423 0.168 0.071 -0.119 0.00
C 4.11594 3.82402 0.47157 0.172 0.213 -0.124 0.00
H 4.27737 -3.32081 3.60341 -0.099 0.111 0.114 0.00
H 2.76557 -2.50368 3.14515 0.376 0.064 0.085 0.00
H 3.64431 -1.98523 4.59879 0.046 -0.043 -0.200 0.00
H 6.94114 -1.83173 3.54331 0.073 0.204 0.052 0.00
H 7.13991 -0.23499 2.79708 -0.169 -0.163 0.122 0.00
H 6.32910 -0.38655 4.37267 -0.018 -0.117 -0.236 0.00
H 4.21769 -2.06071 0.25142 0.140 0.029 0.139 0.00
H 5.88613 -1.44759 0.25310 -0.143 -0.107 0.158 0.00
H 5.51144 -3.00860 1.01715 -0.040 0.143 -0.164 0.00
H 5.57743 2.98927 4.45732 -0.181 -0.139 0.118 0.00
H 4.74621 2.81763 6.01206 0.207 -0.044 -0.076 0.00
H 5.55831 1.41885 5.28730 -0.192 0.169 -0.080 0.00
H 1.47737 3.27903 3.22575 0.173 -0.044 0.130 0.00
H 2.01448 3.93002 4.79004 0.004 0.038 -0.211 0.00
H 2.98530 4.21356 3.32792 -0.083 -0.176 0.137 0.00
H 1.30518 0.60789 5.13008 0.428 0.151 0.152 0.00
H 2.82455 -0.07481 5.74931 -0.059 0.181 -0.046 0.00
H 2.19793 1.45466 6.41180 0.099 -0.128 -0.076 0.00
H 7.21920 1.59292 1.84013 -0.164 0.192 -0.070 0.00
H 7.24840 3.16627 1.03116 -0.082 -0.106 0.095 0.00
H 6.52132 3.01512 2.63713 -0.015 -0.120 -0.227 0.00
H 4.44994 1.03144 -1.38316 0.250 0.055 0.203 0.00
H 5.86692 2.08469 -1.51472 -0.023 -0.142 0.047 0.00
H 6.01131 0.49092 -0.75156 -0.046 0.152 0.003 0.00
H 3.09393 3.67699 0.10121 0.230 -0.031 0.122 0.00
H 4.06727 4.44460 1.37346 0.014 -0.105 -0.141 0.00
H 4.67448 4.38371 -0.29229 -0.132 0.007 0.120 0.00
```
Forces are in eV/Å.

Calculated values
Energy: -106418.482 eV
HOMO-LUMO gap (alpha / beta): 0.2581 / 0.2374 Eh
Charge: 0
<S²>: 3.764
2S+1: 4
HOMO (alpha / beta): -6.9 / -6.9 eV

=====

# C19H42AsF9N6O9PbS

A molecular structure, C19H42AsF9N6O9PbS at a distorted geometry (ωB97M-V/def2-TZVPD, OMol25).

Structure (XYZ):
```
88
Properties=species:S:1:pos:R:3:forces:R:3:mulliken_charge:R:1
Pb 26.03961 -12.14166 -20.46799 0.280 0.128 0.588 1.72
As 31.38874 -13.94309 -19.25080 1.912 0.473 1.090 2.02
F 31.29127 -14.98219 -20.71512 -0.407 0.797 1.214 -0.51
F 33.15816 -14.32340 -19.20844 -1.933 0.230 0.224 -0.51
F 31.53065 -12.96480 -17.71422 -0.105 -0.968 -2.279 -0.50
F 29.67664 -13.48321 -19.36893 0.412 -0.297 -0.253 -0.48
F 30.95426 -15.31275 -18.17836 0.332 0.911 -1.360 -0.49
F 31.81331 -12.53968 -20.30915 -0.679 -1.167 0.992 -0.51
C 26.81146 -8.29737 -15.33774 0.861 -1.402 0.120 0.53
F 26.81255 -8.01629 -13.99899 -0.298 -0.313 -1.420 -0.22
F 25.62302 -7.99951 -15.87501 -0.025 0.159 0.400 -0.21
F 27.73418 -7.51449 -15.91655 -0.251 0.081 0.179 -0.23
S 27.29357 -10.15481 -15.71907 -0.538 -1.943 1.481 1.10
O 26.31254 -11.03562 -15.06952 0.001 1.504 -0.569 -0.68
O 27.25054 -10.27797 -17.17856 -0.188 0.679 -0.554 -0.58
O 28.59877 -10.30412 -15.12753 0.056 0.932 -0.382 -0.61
C 22.16996 -16.30786 -19.22881 -0.272 0.438 0.698 -1.00
C 22.59426 -15.20655 -18.23355 0.606 -0.040 -1.952 0.72
O 23.57154 -14.47964 -18.43983 -0.360 -0.297 0.055 -0.63
N 21.80246 -15.08832 -17.17734 -0.855 0.904 1.462 -0.19
C 22.00979 -14.07498 -16.13164 0.075 -0.322 0.043 -0.91
H 21.10351 -16.50507 -19.11981 -0.043 -0.139 0.103 0.37
H 22.70761 -17.21691 -18.95924 0.096 -0.002 -0.333 0.26
H 22.31129 -16.01532 -20.26927 0.472 0.001 0.227 0.23
H 20.97259 -15.65151 -17.05804 0.368 -0.123 -0.365 0.21
H 22.71426 -13.31795 -16.47622 0.073 -0.275 0.093 0.35
H 22.35970 -14.57770 -15.23001 0.311 0.243 -0.003 0.31
H 21.08036 -13.57701 -15.85546 -0.167 -0.095 -0.282 0.30
C 26.36353 -6.10807 -20.80346 0.021 -0.119 0.535 -1.03
C 26.23738 -7.14388 -21.89196 -0.082 -0.830 0.993 0.73
O 26.17482 -8.35750 -21.74033 0.052 -0.831 1.081 -0.62
N 26.12552 -6.65805 -23.10087 -0.018 0.640 -2.413 -0.18
C 25.91336 -7.46781 -24.32259 -0.446 1.104 -0.082 -0.86
H 27.03194 -6.44144 -20.00961 0.067 -0.052 -0.177 0.31
H 25.39428 -5.95938 -20.32749 -0.123 -0.117 -0.068 0.24
H 26.68346 -5.13572 -21.17798 0.115 -0.097 -0.035 0.33
H 26.20315 -5.65615 -23.20219 -0.061 -0.249 -0.274 0.19
H 24.96730 -7.13081 -24.74628 -0.075 -0.033 -0.177 0.32
H 25.81435 -8.54695 -24.20527 0.417 0.335 0.654 0.29
H 26.68517 -7.22047 -25.05145 0.104 -0.234 0.079 0.30
C 28.01804 -17.13447 -23.21173 0.189 0.183 0.260 -0.91
C 27.50334 -16.77770 -21.80736 0.357 0.034 -3.308 0.71
O 26.67901 -15.89598 -21.66658 -0.946 1.194 0.665 -0.70
N 27.96856 -17.56139 -20.88573 0.470 -1.196 2.657 -0.13
C 27.45296 -17.49638 -19.51763 0.200 0.384 0.148 -0.79
H 28.38512 -16.24573 -23.72504 -0.101 0.019 0.094 0.18
H 27.20654 -17.56793 -23.79627 -0.076 0.078 0.066 0.25
H 28.82742 -17.86292 -23.16296 0.017 0.028 -0.089 0.34
H 28.68095 -18.23882 -21.11746 -0.216 0.237 0.117 0.22
H 26.50098 -18.02215 -19.44408 0.087 -0.167 0.085 0.29
H 27.26865 -16.46096 -19.23122 0.036 0.012 -0.244 0.21
H 28.18017 -17.86051 -18.79191 -0.048 -0.258 -0.279 0.35
C 28.65051 -12.19352 -26.10575 0.815 -1.242 1.048 -0.93
C 29.32548 -12.21819 -24.68743 -1.438 0.050 -1.085 0.50
O 28.59654 -12.21073 -23.71035 -0.421 0.508 0.705 -0.58
N 30.65069 -12.33843 -24.58721 0.613 0.378 0.716 -0.09
C 31.55143 -12.78636 -25.58410 0.729 -0.542 -1.651 -1.07
H 28.00534 -13.06990 -26.04399 -0.117 -0.105 -0.177 0.25
H 29.37975 -12.40575 -26.88758 -0.231 0.483 -0.188 0.36
H 27.97182 -11.36396 -26.30404 0.552 0.243 0.228 0.27
H 31.06658 -12.21484 -23.67515 -0.484 -0.201 0.277 0.28
H 31.79706 -12.04094 -26.34048 0.076 0.303 0.085 0.34
H 31.16416 -13.63324 -26.15059 -0.214 -0.139 0.106 0.34
H 32.49053 -13.15199 -25.16875 -0.166 0.251 0.324 0.35
C 20.76902 -12.35435 -23.51179 -1.231 1.399 -0.445 -1.24
C 22.04202 -13.05163 -23.73907 3.347 0.647 2.929 0.82
O 23.11951 -12.68526 -23.17805 -1.676 -0.605 -1.183 -0.62
N 21.93803 -14.16525 -24.44763 -0.257 -0.958 -0.755 -0.17
C 23.03232 -15.08140 -24.79155 0.092 0.787 -0.037 -0.81
H 20.82977 -11.33643 -23.12677 0.694 -0.148 0.053 0.31
H 20.08661 -12.85521 -22.82508 0.089 -0.428 -0.265 0.29
H 20.33020 -12.23128 -24.50194 -0.633 -0.144 0.064 0.37
H 21.00611 -14.31307 -24.80787 0.295 -0.418 -0.157 0.21
H 23.09639 -15.97645 -24.17278 -0.381 0.051 0.047 0.27
H 23.96062 -14.53153 -24.63667 -0.046 -0.019 -0.079 0.29
H 22.94816 -15.34361 -25.84618 0.025 -0.110 0.120 0.32
C 21.36661 -8.27052 -19.38310 -0.015 -0.744 -0.520 -1.01
C 21.55464 -9.75821 -18.99911 2.360 -0.380 0.285 0.62
O 22.68644 -10.28444 -19.02347 -0.716 0.933 -0.684 -0.64
N 20.56439 -10.52824 -18.54460 -1.705 0.340 0.369 -0.06
C 19.18531 -10.11665 -18.30524 0.357 0.661 -0.168 -0.95
H 21.48714 -7.60905 -18.52518 0.064 -0.200 0.056 0.31
H 20.44586 -8.00471 -19.90238 -0.386 -0.354 0.361 0.37
H 22.12906 -8.04950 -20.13004 0.302 -0.052 0.362 0.23
H 20.79191 -11.48212 -18.30283 0.369 0.294 -0.081 0.22
H 18.69290 -10.93074 -17.77337 -0.321 0.146 -0.508 0.33
H 18.74079 -9.77170 -19.23879 -0.510 -0.766 -0.144 0.28
H 19.07611 -9.21938 -17.69607 0.497 -0.081 0.494 0.32
```
Forces are in eV/Å.

Calculated values
Energy: -149130.685 eV
HOMO-LUMO gap: 0.1258 Eh
Charge: 0
HOMO: -7.8 eV